Record 1
# C5H10O

One molecule with the formula C5H10O (wB97M-V/def2-TZVPD, OMol25).

Element x y z (Å)
C 1.452446 -0.434598 1.279281
C 0.079650 0.102145 1.282550
C -0.773969 1.859939 -0.515081
O -1.567235 0.705557 -0.329375
C -0.794596 -0.380871 0.162463
C -0.242635 -1.209427 -1.001924
H 1.378222 -1.387121 1.833750
H 2.130171 0.204629 1.854436
H 1.891036 -0.680332 0.300560
H -0.320933 2.172623 0.435318
H 0.026843 1.694532 -1.253292
H -1.425320 2.661698 -0.869768
H -1.498807 -1.030838 0.715903
H -1.065682 -1.499622 -1.661026
H 0.240337 -2.124240 -0.638704
H 0.490473 -0.654073 -1.595090

Cartesian forces, eV/Å:
0.01 0.08 0.04
0.19 -0.20 -0.19
0.10 0.29 -0.09
-0.16 -0.04 0.07
0.10 -0.09 0.05
0.11 0.02 -0.06
-0.04 0.05 0.02
-0.08 -0.19 -0.01
-0.11 -0.01 0.10
-0.07 0.02 -0.12
-0.15 0.01 0.03
0.07 -0.16 -0.01
0.10 0.04 0.05
0.10 0.07 0.09
-0.07 0.15 -0.03
-0.08 -0.04 0.05

=====

Record 2
# C5H10O

C5H10O as an isolated structure in a non-equilibrium geometry (wB97M-V/def2-TZVPD, OMol25).

Element x y z (Å)
C -1.276866 -1.354347 -0.039579
C -0.395836 -0.060707 0.104865
C -0.750656 1.559556 -0.265756
C 0.884011 -0.424270 0.944243
C 1.590789 0.197196 -0.253158
O 0.453413 0.043907 -1.085816
H -2.164605 -1.214654 -0.655862
H -1.594356 -1.838671 0.900734
H -0.646155 -2.111613 -0.549366
H -1.480215 1.529626 -1.087961
H 0.074458 2.194874 -0.716656
H -1.107313 2.108542 0.583220
H 1.081960 -1.512518 0.978113
H 1.060493 -0.025183 1.945725
H 2.383681 -0.332649 -0.758392
H 1.887204 1.240912 -0.044361

Cartesian forces, eV/Å:
-0.19 0.69 -0.10
0.55 0.99 -1.75
-0.95 -0.65 1.37
0.05 0.43 -0.06
0.83 -0.18 -0.21
1.17 -2.00 -0.97
-0.04 0.13 -0.03
0.18 0.68 -0.11
-0.16 0.65 0.20
-0.10 -0.23 0.59
-0.41 -1.45 0.94
-0.77 0.44 0.42
-0.56 0.48 -0.08
-0.15 0.22 -0.22
0.74 -0.08 0.39
-0.20 -0.13 -0.37

=====

Record 3
# C5H10O

A 2-piece molecular cluster, C5H10O overall in a non-equilibrium geometry (wB97M-V/def2-TZVPD, OMol25).

Element x y z (Å)
C -1.542335 0.442651 -0.587586
C -0.926054 -0.888492 -1.204069
C 0.338532 -1.422077 -1.018949
C 1.484860 -1.097531 -0.196889
C 1.329265 0.020223 0.804444
H -2.636718 0.345502 -0.730145
H -1.209057 1.284856 -1.129948
H -1.238249 0.513289 0.463867
H -1.627829 -1.623960 -1.508253
H 0.677010 -2.122407 -1.791508
H 2.323372 -1.748171 -0.329074
H 1.309433 1.015617 0.398572
H 2.086862 0.073003 1.577946
H 0.403425 -0.069480 1.440213
H -0.443768 3.056055 2.164381
O -0.328748 2.220922 1.646997

Cartesian forces, eV/Å:
-0.26 -3.58 -0.99
0.15 2.10 3.24
2.79 0.27 -0.95
-3.93 2.47 0.27
0.59 -2.05 0.92
0.61 0.22 0.36
0.63 1.00 -0.36
-0.06 0.56 -0.06
-0.61 -0.30 -1.26
-0.88 -0.68 0.47
0.57 -0.06 0.20
-0.64 0.71 -0.60
0.59 -0.28 -0.16
0.26 0.34 -0.88
0.10 -1.04 -0.77
0.08 0.32 0.56

=====

Record 4
# C5H10O

C5H10O as an isolated structure (wB97M-V/def2-TZVPD, OMol25).

Element x y z (Å)
C 2.208937 0.804207 0.551598
C 1.218804 0.213368 -0.457782
C 0.088184 -0.180416 0.423571
C -1.976347 -1.476143 -0.379349
C -1.066983 0.726834 0.285906
O -1.363027 -0.238303 -0.758451
H 2.408545 0.076057 1.344025
H 1.784662 1.701320 1.017259
H 3.145717 1.073213 0.061101
H 1.658668 -0.674163 -0.928644
H 0.980205 0.944606 -1.249750
H -2.367094 -1.905372 -1.306045
H -1.196694 -2.101908 0.047518
H -2.771566 -1.318405 0.358084
H -0.958600 1.715127 -0.187528
H -1.833050 0.746385 1.067183

Cartesian forces, eV/Å:
0.14 0.11 0.11
0.04 -0.05 -0.03
0.01 0.19 -0.23
-0.06 -0.17 0.09
-0.09 0.08 0.12
0.05 0.10 -0.20
0.07 0.15 -0.11
0.16 -0.08 -0.04
-0.05 0.02 0.08
-0.01 0.17 0.09
0.00 -0.07 0.18
-0.07 0.10 0.22
-0.35 -0.25 0.00
0.05 0.02 -0.19
-0.02 -0.22 0.01
0.14 -0.10 -0.08

=====

Record 5
# C5H10O

A 2-piece molecular cluster, C5H10O overall (wB97M-V/def2-TZVPD, OMol25).

Element x y z (Å)
C -1.821682 -0.682559 -1.490244
O -1.641682 0.075664 -0.307339
C -0.438917 -0.094477 0.255742
C 0.659055 -0.826744 0.012853
C 1.372375 -0.266415 1.229928
C 0.086538 0.583310 1.486893
H -1.660212 -1.750381 -1.294234
H -1.121565 -0.352763 -2.268968
H -2.848341 -0.516832 -1.819535
H 0.951882 -1.544850 -0.745444
H 2.268836 0.331366 1.027650
H 1.596835 -0.986692 2.024259
H -0.447265 0.359816 2.415999
H 0.225680 1.665967 1.396871
H 1.510473 2.361484 -0.940865
H 1.307990 1.644104 -0.983566

Cartesian forces, eV/Å:
-0.05 -0.13 -0.23
0.10 0.04 0.09
0.10 -0.04 0.07
-0.08 -0.06 -0.13
0.20 -0.02 0.11
-0.11 0.12 0.08
-0.04 0.15 -0.02
-0.10 -0.05 0.11
0.16 -0.03 0.03
-0.07 0.12 0.11
-0.14 -0.08 0.02
-0.03 0.10 -0.12
0.08 0.02 -0.13
-0.02 -0.15 0.01
-0.01 -0.08 -0.02
0.03 0.12 0.00

SMILES string: COC1=CCC1.[H][H]

=====

Record 6
# C5H10O

One molecule with the formula C5H10O (wB97M-V/def2-TZVPD, OMol25).

Element x y z (Å)
C -0.558448 1.715657 1.805288
C 0.273008 0.917489 0.805536
C -0.550813 -0.306716 0.447864
C 0.068497 -0.736530 -1.934139
C -0.133865 -2.064279 -1.394989
O 0.528958 -1.060127 -0.608314
H -1.538099 1.938355 1.373703
H -0.714295 1.132268 2.719028
H -0.064112 2.653304 2.078438
H 0.445694 1.551990 -0.078072
H 1.260954 0.714064 1.252217
H -0.430779 -1.025280 1.279109
H 0.881585 -0.541181 -2.625490
H -0.787130 -0.064279 -1.920435
H 0.536510 -2.868014 -1.687484
H -1.129733 -2.294821 -1.019084

Cartesian forces, eV/Å:
-0.07 0.06 0.11
-0.05 0.11 -0.02
0.23 0.04 0.33
0.12 0.45 -0.74
-0.25 -0.66 -0.09
-0.03 0.22 0.24
0.08 0.04 0.12
-0.03 0.11 -0.06
-0.08 -0.13 -0.02
-0.04 -0.15 0.07
-0.11 -0.06 -0.12
0.02 0.05 -0.05
-0.10 -0.06 0.06
0.26 -0.05 0.09
-0.21 0.06 0.12
0.27 -0.04 -0.02

=====

Record 7
# C5H10O

C5H10O as an isolated structure in a non-equilibrium geometry (wB97M-V/def2-TZVPD, OMol25).

Element x y z (Å)
C -1.061776 -0.837609 -1.229987
C -0.935053 -0.289021 0.173549
C 0.433610 -0.100451 0.876963
C 1.749351 -0.460192 0.226572
C -0.361548 1.048026 0.401712
O -0.022169 2.005212 -0.532641
H -0.385276 -0.324379 -1.920570
H -2.082439 -0.700172 -1.608177
H -0.833559 -1.910407 -1.250749
H -1.733199 -0.565893 0.858937
H 0.383462 -0.265760 1.951609
H 2.589191 -0.057434 0.806813
H 1.870416 -1.548743 0.167039
H 1.820365 -0.047188 -0.784343
H -0.925692 1.681463 1.387516
H -0.505691 2.372549 0.475763

Cartesian forces, eV/Å:
0.08 0.02 -0.03
-0.03 -0.48 0.10
0.03 -0.43 0.07
-0.02 -0.01 -0.09
-1.40 -0.22 2.83
-1.14 1.35 2.47
-0.09 -0.09 0.11
0.21 -0.01 0.10
-0.03 0.20 -0.03
0.10 -0.05 -0.17
0.10 -0.05 -0.19
-0.20 -0.06 -0.12
0.00 0.20 -0.01
-0.02 -0.07 0.14
0.77 -1.92 -1.28
1.64 1.63 -3.91

=====

Record 8
# C5H10O

One molecule with the formula C5H10O in a non-equilibrium geometry (wB97M-V/def2-TZVPD, OMol25).

Element x y z (Å)
C -0.411322 -0.032561 -1.770393
C -0.944620 0.296188 -0.411792
O -0.833055 1.670839 -0.026506
C 0.091070 1.341958 1.037170
C -0.101046 -0.203541 0.789087
C 1.095113 -1.191403 0.717646
H 0.668629 0.106632 -1.969563
H -1.003080 0.699168 -2.445208
H -0.677455 -1.036897 -2.136876
H -1.964266 -0.188096 -0.322478
H -0.337917 1.780913 2.041396
H 1.182357 1.756703 0.864834
H -0.794488 -0.602236 1.492188
H 2.040530 -0.709900 0.293054
H 0.751721 -2.082411 0.028662
H 1.237829 -1.605357 1.818780

Cartesian forces, eV/Å:
-0.98 1.44 -2.27
0.17 -2.29 0.43
0.29 -0.47 -0.04
0.66 0.80 1.51
0.77 1.21 0.13
-0.53 -0.84 0.09
-0.51 0.18 0.47
1.15 -1.12 0.58
-0.01 0.24 0.45
0.60 1.22 -0.23
1.08 -0.91 -1.74
-2.09 -0.75 0.21
-0.43 -0.24 0.79
-1.24 -0.82 0.69
0.94 1.56 1.36
0.14 0.79 -2.44

SMILES string: C[C@@H]1OC[C@@H]1C

=====

Record 9
# C5H10O

One molecule with the formula C5H10O (wB97M-V/def2-TZVPD, OMol25).

Element x y z (Å)
C 0.951924 -1.488366 0.260217
C -0.468919 -0.970234 0.264081
C -0.880042 0.140818 1.186361
C -0.927843 0.353518 -0.303136
C -0.066463 1.408479 -0.996060
O 1.278620 1.062329 -1.266242
H 1.206910 -1.962716 -0.692316
H 1.683053 -0.696738 0.436321
H 1.074790 -2.228871 1.059097
H -1.204278 -1.766298 0.150605
H -1.808398 0.069715 1.746795
H -0.076857 0.647463 1.722020
H -1.929547 0.313429 -0.729591
H -0.504337 1.626902 -1.974227
H -0.111202 2.342180 -0.414233
H 1.782589 1.148390 -0.449695

Cartesian forces, eV/Å:
0.05 0.00 0.01
-0.02 -0.13 -0.03
-0.01 0.06 0.20
-0.05 0.05 -0.11
-0.34 0.12 -0.02
0.19 0.01 0.20
-0.03 0.09 0.12
-0.10 -0.14 0.03
-0.04 0.07 -0.12
0.10 0.14 0.01
0.15 0.00 -0.11
-0.10 -0.10 -0.09
0.16 0.02 0.08
0.03 -0.07 0.11
0.01 -0.12 -0.11
-0.01 -0.01 -0.16

SMILES string: C[C@H]1C[C@H]1CO

=====

Record 10
# C5H10O

One molecule with the formula C5H10O in a non-equilibrium geometry (wB97M-V/def2-TZVPD, OMol25).

Element x y z (Å)
C 1.630115 -0.207691 1.152460
C 0.801966 0.861148 0.498619
O 0.877459 1.037639 -0.929657
C -0.278523 0.480962 -0.414625
C -1.686408 1.015982 -0.425301
C -0.440217 -1.302529 -0.799629
H 2.657135 0.131934 1.287008
H 1.628105 -1.119706 0.553232
H 1.212910 -0.446057 2.139673
H 0.808489 1.827816 1.017536
H -2.057120 1.626829 0.422403
H -2.085279 1.377882 -1.383264
H -1.727584 -0.097361 -0.370507
H -0.404693 -2.003524 0.065808
H 0.407235 -1.515924 -1.444729
H -1.343589 -1.667401 -1.369028

Cartesian forces, eV/Å:
0.22 0.02 -0.06
0.12 -0.27 0.10
0.53 0.13 -0.24
0.45 -2.25 -0.30
0.14 -0.97 -0.17
0.85 1.00 0.00
0.05 -0.06 0.04
0.12 0.16 0.11
0.07 0.09 -0.18
-0.46 -0.35 -0.10
0.60 -0.52 -0.45
0.37 -0.27 0.24
-4.00 1.27 0.71
0.16 0.93 -0.19
0.22 -0.09 0.04
0.58 1.19 0.45

SMILES string: C[C@H]1OC1(C)C

=====

Record 11
# C5H10O

C5H10O as an isolated structure in a non-equilibrium geometry (wB97M-V/def2-TZVPD, OMol25).

Element x y z (Å)
C -0.741790 1.211950 -0.683367
C -0.058850 0.016070 -0.037288
C -1.062469 -1.121699 0.216766
C 0.840164 0.303254 1.176605
O 1.970891 -0.373374 0.617458
C 1.317605 -0.429746 -0.639366
H -1.221076 0.938864 -1.632537
H -0.018280 2.007797 -0.887363
H -1.521909 1.623784 -0.030804
H -1.566415 -1.445319 -0.704287
H -0.575028 -1.998899 0.658695
H -1.848131 -0.797069 0.915981
H 0.544761 -0.143504 2.126905
H 1.044493 1.371104 1.308749
H 1.138585 -1.426704 -1.037138
H 1.757452 0.263496 -1.369002

Cartesian forces, eV/Å:
0.05 0.09 0.03
0.23 0.23 0.06
0.19 0.03 -0.03
-0.27 0.31 0.60
0.06 -0.13 0.07
-1.61 -0.20 -0.69
0.12 -0.01 0.16
-0.10 -0.05 0.02
0.11 -0.08 -0.07
0.19 0.12 0.10
0.00 0.15 -0.07
0.24 0.01 -0.17
-0.06 0.06 0.08
0.03 -0.01 0.10
0.95 -0.29 -0.24
-0.10 -0.24 0.04

=====

Record 12
# C5H10O

A 2-piece molecular cluster, C5H10O overall in a non-equilibrium geometry (wB97M-V/def2-TZVPD, OMol25).

Element x y z (Å)
C -0.541759 -1.008477 0.436787
C -1.344251 0.097494 -0.256880
C -0.591299 1.401081 -0.365049
O 0.704349 1.327404 -0.727816
C 1.505613 0.254835 -0.202235
C 0.826073 -1.105971 -0.233572
H -1.067161 -1.969400 0.396141
H -0.415243 -0.740650 1.494238
H -1.601091 -0.244779 -1.272481
H -2.282458 0.308359 0.256536
H -0.654754 1.849838 1.187859
H -0.904205 2.318403 0.258389
H 1.761640 0.527615 0.831663
H 2.418754 0.261077 -0.802670
H 1.473377 -1.833774 0.271273
H 0.712413 -1.443052 -1.272190

Cartesian forces, eV/Å:
-0.05 0.01 0.03
-0.20 0.16 0.07
0.08 0.06 2.15
-0.01 0.22 -0.08
0.12 -0.02 0.07
-0.01 0.07 -0.04
0.04 0.14 -0.04
-0.03 -0.04 -0.13
0.11 0.21 0.12
-0.04 -0.12 0.03
0.65 -1.28 -0.38
-0.39 0.40 -1.88
-0.06 -0.03 -0.07
-0.11 0.02 0.09
-0.09 0.14 -0.06
0.00 0.08 0.12

=====

Record 13
# C5H10O

One molecule with the formula C5H10O (wB97M-V/def2-TZVPD, OMol25).

Element x y z (Å)
C 1.278526 -0.436271 -1.527934
C 0.730496 0.653084 -0.616210
C -0.606076 0.980170 1.012271
C -1.930242 0.321456 0.885890
C 0.541112 0.105268 0.861506
O 0.490532 -1.314319 0.896929
H 0.584751 -1.276392 -1.575039
H 2.229456 -0.808611 -1.140120
H 1.433060 -0.023438 -2.531582
H 1.379567 1.527614 -0.607107
H -0.233518 0.997338 -1.011334
H -2.165948 0.169731 1.953498
H -2.698151 0.993061 0.492812
H -2.010099 -0.662766 0.395055
H 1.390981 0.392783 1.481835
H -0.414446 -1.618708 1.029528

Cartesian forces, eV/Å:
0.01 -0.01 -0.03
0.12 0.06 -0.13
-0.03 -0.40 0.14
-0.01 -0.01 -0.05
0.02 0.28 0.14
-0.26 -0.07 0.16
0.15 0.05 -0.13
-0.07 -0.01 -0.10
-0.04 -0.14 0.16
-0.08 -0.07 0.15
0.02 0.07 -0.15
-0.07 0.04 -0.04
0.08 -0.12 0.11
0.04 0.15 0.02
0.05 0.05 -0.20
0.09 0.12 -0.04

=====

Record 14
# C5H10O

C5H10O as an isolated structure in a non-equilibrium geometry (wB97M-V/def2-TZVPD, OMol25).

Element x y z (Å)
O -0.585624 -0.047633 -2.332316
C -1.603877 0.177551 -1.707950
C -1.802784 0.597253 -0.334708
C 0.748330 -0.816858 0.405119
C 1.178156 0.304328 1.306751
C 2.209789 -0.576204 0.702411
H 0.508316 -0.674297 -0.655127
H -2.539961 -0.157464 -2.168124
H -2.420093 1.523648 -1.078244
H -2.615328 0.241177 0.309104
H -0.941718 1.065673 0.133470
H 0.281873 -1.669000 0.894716
H 1.105957 1.316259 0.925347
H 0.937742 0.203872 2.363517
H 2.834222 -0.191364 -0.102279
H 2.705000 -1.296942 1.338314

Cartesian forces, eV/Å:
0.06 1.20 0.28
0.13 -3.76 -0.63
-1.43 4.15 -1.97
0.58 -0.50 -0.48
-0.40 0.46 -0.10
0.34 -0.61 0.15
-0.20 0.20 0.79
-0.49 0.23 -0.32
1.19 -1.11 2.75
0.37 -0.26 -0.57
-0.28 -0.21 0.16
0.10 0.10 -0.18
0.03 0.02 0.08
0.15 0.02 -0.22
-0.25 -0.02 0.19
0.11 0.09 0.07

=====

Record 15
# C5H10O

A 2-piece molecular cluster, C5H10O overall (wB97M-V/def2-TZVPD, OMol25).

Element x y z (Å)
C -0.344241 -2.305940 0.301929
O -1.093198 -1.116715 0.146787
C -0.384678 0.006612 0.308403
C 0.883910 0.344491 0.574677
C 0.572047 1.827738 0.455424
C -0.895029 1.405180 0.128236
H 0.208143 -2.300906 1.247183
H 0.369384 -2.421889 -0.516448
H -1.059726 -3.125645 0.278802
H 1.811929 -0.202801 0.707049
H 1.061377 2.325715 -0.385421
H 0.695662 2.445740 1.354076
H -1.673910 1.758775 0.812465
H -1.196968 1.618761 -0.902808
H 0.455384 -0.283411 -2.622509
H 0.654544 -0.065896 -1.951572

Cartesian forces, eV/Å:
0.13 -0.21 0.01
-0.03 0.22 0.04
-0.16 0.11 0.10
0.14 -0.12 0.06
0.14 0.17 -0.06
-0.18 0.03 -0.06
-0.11 -0.02 -0.01
0.02 0.03 -0.04
0.10 0.01 0.06
-0.20 0.08 0.09
0.02 0.04 0.06
-0.05 -0.21 -0.15
0.17 -0.14 -0.05
0.02 0.04 0.13
-0.11 -0.11 -0.46
0.12 0.10 0.29

SMILES string: COC1=CCC1.[H][H]

=====

no.,orbital gap (eV)
1,8.21
2,9.91
3,3.86
4,9.06
5,9.70
6,8.10
7,9.91
8,10.67
9,11.02
10,10.95
11,10.62
12,9.21
13,9.09
14,10.67
15,9.73